C15H17ClN2O4 | ωB97M-V/def2-TZVPD

Properties
orbital gap = 8.7 eV
2S+1 = 1
M = 324.76 g mol⁻¹
HOMO level = -0.3020 Eh
E_LUMO = 0.01795 Ha
total energy = -39525.253 eV
relative energy (zero: lowest compared OMol25 entry of this formula, charge and spin) = 0.0 kcal/mol

CARTESIAN COORDINATES (ANGSTROEM)
C  -0.692  -2.374  -0.040
H  -3.595  2.409  0.525
N  -3.015  -0.506  -0.307
H  -1.143  -1.832  0.795
N  1.174  -0.896  0.113
H  0.440  -0.202  0.048
H  -3.489  0.339  2.624
C  0.819  -2.210  0.051
H  3.758  2.814  0.012
H  -0.933  -3.431  0.071
H  -2.160  1.889  1.398
O  -4.289  -1.817  1.068
C  -2.545  0.785  -0.388
C  -3.027  1.533  0.839
H  5.834  1.520  0.150
C  -3.863  0.524  1.617
H  0.159  3.295  -0.503
C  4.884  1.010  0.145
C  -3.785  -0.757  0.814
H  1.576  3.690  0.511
O  -1.864  1.217  -1.281
C  1.211  3.078  -0.320
C  4.831  -0.368  0.216
H  -4.909  0.818  1.710
C  -2.732  -1.531  -1.295
C  3.705  1.738  0.066
C  -1.236  -1.842  -1.370
H  -0.715  -0.929  -1.663
H  3.579  -2.118  0.259
C  2.483  1.090  0.059
O  1.594  -3.137  0.076
H  -3.081  -1.179  -2.270
C  3.619  -1.043  0.211
C  2.442  -0.318  0.131
H  -1.074  -2.580  -2.155
H  1.787  3.304  -1.222
O  1.260  1.705  -0.011
H  -3.303  -2.413  -0.996
Cl  6.297  -1.275  0.314


C2HBrN2O2 | ωB97M-V/def2-TZVPD

Properties
orbital gap (spin up / spin down) = 8.7 / 8.7 eV
2S+1 = 1
M = 164.95 g mol⁻¹
HOMO level (spin up / spin down) = -0.3214 / -0.3214 Eh
E_LUMO (spin up / spin down) = -0.00003 / -0.00002 Ha
total energy = -79204.584 eV
relative energy (zero: lowest compared OMol25 entry of this formula, charge and spin) = 47.0 kcal/mol

CARTESIAN COORDINATES (ANGSTROEM)
N  0.931  -0.306  0.566
O  -1.136  1.757  -0.531
C  -1.607  0.747  -0.801
Br  1.425  -1.210  -2.044
C  1.542  -0.805  -0.295
N  0.385  -0.244  1.643
H  0.485  0.393  2.447
O  -2.024  -0.332  -0.984


C18H40OP2SiZn | ωB97M-V/def2-TZVPD

Properties
orbital gap = 6.1 eV
2S+1 = 1
M = 427.94 g mol⁻¹
HOMO level = -0.2178 Eh
E_LUMO = 0.00652 Ha
total energy = -96234.354 eV
relative energy (zero: lowest compared OMol25 entry of this formula, charge and spin) = 0.0 kcal/mol

CARTESIAN COORDINATES (ANGSTROEM)
C  -3.012  -0.871  -6.774
H  0.409  2.153  -2.801
H  1.311  -1.633  -4.000
H  -4.636  -2.233  -4.971
C  1.925  1.408  4.098
C  -4.404  -1.397  -6.946
H  -3.330  -1.480  0.968
H  0.894  1.152  -4.210
H  4.311  -0.728  1.742
H  -1.269  -0.238  -4.121
H  -3.420  -0.021  -2.646
H  -2.262  -1.660  -6.717
H  2.632  1.406  4.940
O  1.729  -0.021  1.358
H  -6.150  -1.986  -5.821
C  -3.432  1.652  -6.903
C  -3.291  1.466  0.173
H  -5.002  -0.852  -7.687
P  -2.256  0.115  -0.494
H  -5.496  1.829  -4.577
C  -0.516  0.217  2.194
H  -4.283  1.442  -0.295
H  0.925  1.404  4.554
C  -2.597  0.421  -6.742
H  4.799  0.111  3.265
C  0.971  1.267  -3.120
H  -3.384  1.333  1.256
H  -3.038  2.404  -6.200
H  -2.790  2.421  -0.027
H  -5.667  -0.427  -3.795
C  -3.217  -1.407  -0.121
H  1.066  -2.517  -2.456
H  -1.518  -1.592  -2.984
H  2.043  2.390  3.617
C  2.086  -1.579  3.967
Si  2.311  -0.024  2.866
C  4.114  0.114  2.417
H  2.423  -1.361  -2.615
H  1.095  -1.727  4.417
H  -0.127  1.213  2.454
Zn  0.118  0.002  0.257
H  -1.606  0.194  2.238
C  -1.323  -0.508  -3.054
H  -2.675  -2.289  -0.485
H  -1.529  0.619  -6.685
C  -5.172  -1.516  -5.614
C  -5.348  -0.260  -4.821
C  -2.412  0.298  -2.337
C  1.387  -1.571  -2.907
H  -2.314  1.376  -2.548
H  -5.370  2.518  -6.719
H  4.217  1.031  1.825
H  2.025  1.393  -2.840
H  2.307  -2.482  3.382
H  -4.207  -1.355  -0.594
H  2.800  -1.574  4.804
H  -0.079  -0.471  2.938
H  -5.414  0.918  -7.450
P  0.340  -0.224  -2.248
H  -4.294  -2.423  -7.330
C  -4.946  1.504  -6.649
H  -3.293  2.090  -7.907
C  -5.265  1.020  -5.268


C2H2F2P | ωB97M-V/def2-TZVPD

Properties
orbital gap = 10.3 eV
2S+1 = 1
charge = +1
M = 95.01 g mol⁻¹
HOMO level = -0.6378 Eh
E_LUMO = -0.26105 Ha
total energy = -16820.638 eV
relative energy (zero: lowest compared OMol25 entry of this formula, charge and spin) = 12.8 kcal/mol

CARTESIAN COORDINATES (ANGSTROEM)
C  -0.652  0.266  -0.633
H  -1.522  0.954  -0.425
H  0.847  -0.823  -1.888
P  -0.137  -0.481  1.350
F  -0.005  1.013  1.751
C  0.040  -0.320  -1.390
F  1.430  -0.608  1.234


C10H12ClN3 | ωB97M-V/def2-TZVPD

Properties
orbital gap = 9.3 eV
2S+1 = 1
M = 209.68 g mol⁻¹
HOMO level = -0.3152 Eh
E_LUMO = 0.02577 Ha
total energy = -27553.084 eV
relative energy (zero: lowest compared OMol25 entry of this formula, charge and spin) = 88.1 kcal/mol

CARTESIAN COORDINATES (ANGSTROEM)
H  -0.405  1.312  1.848
H  4.013  -0.674  -1.082
Cl  -2.589  -2.283  -0.468
C  -3.257  0.418  -0.542
C  -1.109  1.016  1.045
H  0.250  -2.395  -0.608
H  2.616  1.125  -1.997
C  -2.365  -0.644  -0.212
H  0.816  -2.903  1.190
H  4.530  0.938  0.162
H  0.506  -0.664  -1.454
H  -1.562  2.960  0.789
N  2.686  -0.605  0.808
C  -3.056  1.755  -0.267
H  1.654  1.549  -0.349
N  -0.577  -1.472  1.167
C  2.226  0.852  -1.007
C  3.500  0.229  -0.164
C  -1.397  -0.320  0.708
C  1.672  -1.074  0.135
H  -4.209  0.108  -1.093
C  -2.016  2.006  0.518
H  -0.314  -1.148  2.186
H  -3.774  2.494  -0.688
N  1.563  -0.510  -1.132
C  0.598  -2.071  0.509


CH6O3 | ωB97M-V/def2-TZVPD

Properties
orbital gap = 11.0 eV
2S+1 = 1
M = 66.06 g mol⁻¹
HOMO level = -0.4079 Eh
E_LUMO = -0.00238 Ha
total energy = -7275.595 eV
relative energy (zero: lowest compared OMol25 entry of this formula, charge and spin) = 8.9 kcal/mol

CARTESIAN COORDINATES (ANGSTROEM)
H  -2.042  -1.596  -1.198
H  1.642  -0.561  0.658
O  0.115  0.211  -0.464
H  -2.838  -0.746  -0.326
C  0.589  -0.510  0.384
H  -0.094  -1.096  1.022
O  2.186  1.860  0.173
H  1.350  1.433  -0.108
H  1.972  2.134  1.070
O  -2.878  -1.130  -1.212